{
  "formula": "C8H7O3",
  "method": "ωB97M-V with the def2-TZVPD basis set",
  "elements": ["O", "C", "O", "C", "C", "O", "C", "C", "C", "C", "C", "H", "H", "H", "H", "H", "H", "H"],
  "positions_angstrom": [[-3.243274, 0.326032, -0.346811], [-2.484333, -0.515358, 0.121450], [-2.595437, -1.697846, 0.567884], [-0.953396, -0.053981, 0.106340], [-0.372963, 1.231563, 0.506911], [-0.867769, 2.205641, 0.942379], [1.130793, 1.017245, 0.228775], [1.280732, -0.343656, 1.056742], [0.123703, -1.102714, 0.393352], [0.004153, -0.612973, -0.966391], [0.967511, 0.417570, -1.175429], [1.828124, 1.877882, 0.453262], [2.117873, -0.909123, 0.664769], [1.190874, -0.044661, 2.100775], [0.074841, -2.109958, 0.774005], [-0.465922, -1.042241, -1.720395], [0.403423, 1.179650, -1.936370], [1.861063, 0.176924, -1.771244]],
  "atomic_forces_ev_per_a": [[-1.04, -0.02, -0.06], [2.23, -0.93, 0.37], [-0.74, 1.27, -0.61], [-1.32, -2.04, 0.38], [1.34, -1.32, -0.67], [-1.15, 2.21, 1.05], [0.31, -0.91, 0.26], [-0.09, 1.42, -2.09], [0.53, 0.57, 2.28], [-0.09, 0.86, 3.29], [0.90, 4.50, -3.78], [-0.87, -1.07, -0.44], [1.10, 0.22, 1.02], [0.24, -0.92, 0.16], [-1.13, -0.09, -0.32], [-1.78, -2.40, -3.21], [1.38, -1.08, 1.72], [0.17, -0.28, 0.62]],
  "e_above_lowest_kj_mol": 62.15,
  "gap_ev": 7.74,
  "homo_ev": -4.199,
  "fmax_ev_per_a": 6.0,
  "lumo_ev": 3.54,
  "charge": -1
}